# 1
# C46H45As2CrFN8O5S

A structure of composition C46H45As2CrFN8O5S (ωB97M-V with the def2-TZVPD basis set, OMol25).

Geometry as XYZ:
```
109
C46H45As2CrFN8O5S (ωB97M-V with the def2-TZVPD basis set)
Cr -1.19159 1.85301 -0.70308
C 1.45642 4.61652 0.00825
As 1.20453 2.81113 0.71483
C 3.02026 2.18074 0.31115
C 1.51409 3.15368 2.63850
C 2.54661 4.01527 2.99786
C 2.78575 4.35445 4.32233
C 1.96472 3.84266 5.31426
C 0.94351 2.96559 4.97324
C 0.71820 2.59043 3.64999
As -0.68758 1.30406 3.17898
C -1.08158 0.60248 4.97373
C 0.56540 -0.14779 2.69414
H 2.34128 5.08242 0.43156
H 0.57993 5.21534 0.23991
H 1.57447 4.55527 -1.07096
H 3.73545 2.93387 0.63002
H 3.11611 2.02884 -0.76603
H 3.22989 1.24350 0.82271
H 3.18181 4.44489 2.23395
H 3.59906 5.02539 4.57140
H 2.12026 4.11690 6.35127
H 0.30341 2.57675 5.75550
H -0.17626 0.36036 5.53174
H -1.67087 -0.30447 4.83599
H -1.68682 1.31469 5.53509
H 1.30076 -0.29639 3.48434
H 1.07990 0.10938 1.76590
H 0.00698 -1.07096 2.52895
F 4.54442 -1.60413 -1.43887
C 3.31737 -2.13990 -1.22306
C 2.24968 -1.28152 -1.10910
C 0.96555 -1.78956 -0.81796
C -0.13957 -0.91791 -0.68733
O 0.03536 0.34790 -0.98587
C -1.37259 -1.47154 -0.21331
C -1.48443 -2.81041 -0.05648
N -0.46268 -3.68119 -0.35463
C -0.65572 -5.08603 -0.15462
C -0.62800 -6.00192 -1.34354
C -1.92178 -5.71243 -0.63905
C 0.81106 -3.19473 -0.65328
C 1.89689 -4.03386 -0.82332
C 3.18177 -3.50813 -1.12596
N 4.24130 -4.44142 -1.36668
C 4.62210 -5.34368 -0.28453
C 4.95573 -6.72007 -0.92502
N 5.13433 -6.44640 -2.38522
C 6.13249 -5.34356 -2.57563
C 5.42450 -4.03535 -2.10857
C -2.53386 -0.62882 0.24304
O -3.60240 -1.16263 0.50463
O -2.31526 0.63959 0.36994
H 2.37833 -0.21936 -1.25017
H -2.40299 -3.23677 0.32028
H -0.22674 -5.46998 0.76788
H -0.17664 -6.97920 -1.21982
H -0.46950 -5.54782 -2.31365
H -2.37180 -6.48209 -0.02720
H -2.62899 -5.06805 -1.14541
H 1.76475 -5.10780 -0.76903
H 3.80756 -5.43696 0.42470
H 5.49788 -4.96127 0.25526
H 4.14070 -7.43257 -0.82155
H 5.86941 -7.15435 -0.52933
H 4.23580 -5.98752 -2.62355
H 5.31810 -7.27631 -2.93664
H 6.42265 -5.30288 -3.62141
H 7.00784 -5.57879 -1.97572
H 5.11806 -3.43771 -2.96187
H 6.12069 -3.44255 -1.51247
O -1.28927 4.21696 1.45156
S -2.61243 4.25285 0.88052
O -3.16498 5.54796 0.58567
N -2.59417 3.28891 -0.41033
C -3.71813 3.23010 -1.25138
C -4.84694 4.02228 -1.25064
C -5.86916 3.80329 -2.19773
C -5.79053 2.82575 -3.14597
C -4.65126 1.99532 -3.18151
C -4.44937 0.95610 -4.11397
C -3.30731 0.21010 -4.06583
C -2.35084 0.48118 -3.07818
N -2.51513 1.43633 -2.19476
C -3.63679 2.20431 -2.22942
C -3.68034 3.47528 2.06138
C -4.30358 2.26141 1.82020
C -5.09031 1.70415 2.82044
C -5.24143 2.35606 4.03477
C -4.60247 3.57107 4.26649
C -3.81668 4.13833 3.27860
H -4.93435 4.82495 -0.53636
H -6.74272 4.44224 -2.17023
H -6.58432 2.67864 -3.86791
H -5.20969 0.75551 -4.86162
H -3.12760 -0.58910 -4.77203
H -1.43387 -0.09303 -3.00540
H -4.14539 1.73598 0.88805
H -5.57291 0.75023 2.64520
H -5.85301 1.91345 4.81166
H -4.71482 4.07549 5.21816
H -3.30576 5.08090 3.43640
N -0.10599 2.75870 -2.05405
C 0.64101 2.66391 -2.93259
C 1.54959 2.51337 -3.96299
C 1.57284 3.40906 -5.06958
N 1.60160 4.13002 -5.96989
C 2.47475 1.42966 -3.89479
N 3.22626 0.55390 -3.84333
```

Properties
Multiplicity = 5
HOMO-LUMO gap (spin up / spin down) = 0.133 / 0.227 Ha
LUMO (spin up / spin down) = -1.2195 / -1.2364 eV
HOMO energy (spin up / spin down) = -0.1777 / -0.2729 Ha
Total charge = 0


# 2
# C6H11FSi

The molecule C6H11FSi (ωB97M-V with the def2-TZVPD basis set, OMol25).

Geometry as XYZ:
```
19
C6H11FSi (ωB97M-V with the def2-TZVPD basis set)
C 1.65782 -1.41532 -0.93877
Si 0.92769 -0.03671 0.11985
C 1.87420 1.71756 -0.00187
F 0.98376 -0.60650 1.66209
C -0.85018 0.57802 -0.03021
C -1.83456 -0.83261 -0.75106
C -2.54512 -0.78232 0.39234
C -1.83074 0.31035 1.10805
H 2.32931 -1.93447 -0.29085
H 0.87433 -2.05082 -1.22643
H 2.16682 -0.84220 -1.77696
H 2.48059 1.70420 -0.89683
H 1.10994 2.45551 -0.10137
H 2.55437 2.02100 0.83917
H -0.90790 1.49527 -0.58208
H -1.86189 -1.33401 -1.68091
H -3.21748 -1.58328 0.84161
H -2.57402 1.18890 1.37548
H -1.33693 -0.05259 1.93876
```

Properties
SMILES string = C[Si](C)(F)[C@H]1C=CC1
HOMO-LUMO gap = 0.379 Ha
LUMO = 0.9773 eV
HOMO energy = -0.3432 Ha
Total charge = 0


Respective F_max values: 1.67, 4.64 eV/A.